9
Properties=species:S:1:pos:R:3:forces:R:3:lowdin_charge:R:1 method="wB97M-V/def2-TZVPD" orbital_gap_ev="4.74 / 4.74" e_above_lowest_kj_mol=435.6 lumo_ev="-5.067 / -5.069"
C 1.55395 0.47740 0.67723 0.864 0.218 -1.356 -0.4417
C 1.27050 -1.10332 -0.77033 0.600 0.181 1.216 -0.4362
C 0.19711 -0.31071 0.07207 0.360 -0.722 -0.539 0.0484
N 2.24119 -0.28216 -0.17312 -1.467 -0.931 -0.216 0.2820
O 1.77883 1.39778 1.32647 -0.505 1.669 2.097 0.2312
O 1.37169 -2.01696 -1.47555 -0.556 -1.030 -1.183 0.2048
Br -2.95690 -0.24857 0.34774 1.396 -0.079 -0.124 -0.1039
H -0.22677 -0.92273 0.89959 -0.109 0.519 -0.409 0.1062
H -0.19978 0.41618 -0.63861 -0.583 0.174 0.513 0.1093